# C19H50Cl2O18S6

A 7-piece molecular cluster, C19H50Cl2O18S6 overall at a distorted geometry (the ωB97M-V functional and the def2-TZVPD basis, the Open Molecules 2025 dataset).

Structure (XYZ):
```
95
Properties=species:S:1:pos:R:3:forces:R:3
C 5.165 0.835 -2.827 0.3309 -0.0133 -0.4295
Cl 5.247 1.322 -1.139 -0.1135 0.2455 0.0496
Cl 4.124 -0.602 -3.055 0.5405 0.2250 0.0953
H 4.781 1.615 -3.484 -0.2771 0.0728 0.4679
H 6.200 0.647 -3.113 -0.2846 -0.4853 -0.0700
O -4.365 -0.877 2.256 0.1514 -0.0228 -1.9712
S -4.446 -0.582 0.822 0.1630 0.7036 0.8739
O -4.686 -1.652 -0.155 0.2417 2.2798 1.7093
O -5.603 0.575 0.676 0.3551 -2.2648 -1.5176
C -5.802 1.554 1.679 -0.1465 0.4575 0.6507
C -6.819 1.123 2.759 1.3532 -0.1749 0.3580
C -2.988 0.478 0.276 -1.3408 -1.4792 0.0957
H -6.081 2.449 1.123 -0.3793 -0.0702 0.0115
H -4.818 1.785 2.087 -0.1641 0.0116 0.6488
H -6.979 1.929 3.475 -0.2610 0.2586 -0.3039
H -6.301 0.377 3.362 -0.0856 -0.2514 -0.0522
H -7.755 0.671 2.433 0.1130 0.3830 -0.4070
H -2.124 -0.183 0.220 -0.0448 0.0863 -0.0192
H -2.837 1.313 0.961 -0.2066 -0.2064 0.0005
H -3.330 0.771 -0.717 0.3269 0.1933 0.0484
O 3.004 6.516 3.090 -0.1607 -1.2469 0.7270
S 3.585 5.208 3.255 1.6857 -0.6065 1.0993
O 4.951 5.105 3.821 -2.9498 -0.2313 -0.8139
O 2.491 4.164 4.109 2.0792 1.4135 -1.3351
C 3.021 2.830 4.450 0.3799 0.6135 0.5833
C 1.882 2.132 5.148 -0.0161 -0.2471 -0.5768
C 3.562 4.459 1.633 -0.0759 -0.2613 0.4379
H 3.886 2.917 5.107 0.0760 0.3167 -0.1115
H 3.347 2.316 3.545 -0.1769 -0.0591 -0.1016
H 2.076 1.078 5.346 0.3136 -0.0515 -0.2162
H 1.084 2.182 4.407 -0.6197 -0.0135 0.6474
H 1.651 2.562 6.122 -0.2711 0.3232 -0.3646
H 3.745 3.391 1.745 -0.3111 0.0233 -0.0840
H 4.363 4.848 1.005 -0.1059 0.3621 0.2930
H 2.574 4.719 1.252 0.1351 -0.3336 -0.2037
O -1.422 -5.922 2.022 0.4352 -0.2883 -0.8254
S -0.736 -6.251 0.791 -0.4344 0.6438 -0.4642
O -0.369 -7.629 0.500 -0.4859 2.0273 0.1083
O -1.611 -5.662 -0.476 0.6838 -1.2900 0.5479
C -2.666 -4.682 -0.322 -0.3441 0.4480 -0.9795
C -3.033 -4.160 -1.758 -0.0620 -0.0454 0.0915
C 0.716 -5.142 0.595 -1.0574 -1.7102 0.0606
H -2.308 -3.924 0.376 -0.1583 0.2632 -0.2597
H -3.571 -5.136 0.080 0.2734 -0.1677 0.2728
H -2.247 -4.253 -2.508 0.4266 -0.0392 0.4190
H -3.376 -3.126 -1.806 0.2880 0.1087 0.6089
H -3.873 -4.691 -2.206 -0.0179 -0.4723 0.3719
H 0.386 -4.115 0.754 0.1893 -0.1614 -0.0452
H 1.035 -5.380 -0.420 0.1971 0.4112 0.0858
H 1.428 -5.536 1.319 0.0971 0.4118 -0.0078
O 2.451 1.983 -4.741 0.1233 -1.3284 -0.5777
S 2.109 0.839 -5.569 -0.7845 0.8995 -1.6538
O 1.188 -0.183 -5.112 1.4068 0.9675 -0.2791
O 1.337 1.421 -6.902 1.0802 -0.2167 0.2389
C 1.904 2.488 -7.742 -0.2565 0.1103 -0.1934
C 0.895 3.615 -7.818 -0.1914 -0.1566 -0.1919
C 3.630 0.061 -6.364 -1.4124 0.0907 1.5115
H 2.001 2.165 -8.778 -0.0512 -0.8976 0.1233
H 2.923 2.785 -7.495 -0.1532 0.0198 0.8631
H 0.476 3.874 -6.845 0.1976 0.1878 -0.1019
H 0.095 3.275 -8.476 -0.2871 -0.0628 0.2840
H 1.305 4.471 -8.354 0.2251 0.1545 0.3582
H 4.415 0.166 -5.615 0.0797 0.1493 -0.4085
H 3.851 0.468 -7.351 -0.1500 0.0588 0.2961
H 3.318 -0.984 -6.370 0.2165 0.0196 -0.4051
O -1.485 1.184 5.810 -1.1925 -0.4388 -2.2232
S -2.436 0.711 4.784 0.2582 -0.3247 1.6581
O -3.531 1.593 4.350 2.3218 -1.8987 0.2239
O -1.593 0.147 3.432 -2.8222 1.8042 1.3482
C -0.383 -0.517 3.649 1.3323 -0.5016 -0.2353
C -0.359 -1.799 2.785 -0.6106 0.5429 1.4692
C -3.096 -0.894 5.530 -0.6389 1.4416 -1.1696
H -0.225 -0.672 4.716 -0.0939 -0.5172 0.0691
H 0.424 0.171 3.394 0.0820 0.0275 -0.3515
H -1.057 -2.489 3.259 0.0905 -0.3155 -0.0158
H 0.646 -2.217 2.835 -0.0814 -0.0767 -0.4805
H -0.781 -1.630 1.794 0.5888 0.1624 -0.1575
H -4.022 -1.048 4.975 0.2683 -0.4871 -0.3249
H -3.422 -0.717 6.555 0.5993 0.3266 0.0137
H -2.366 -1.697 5.436 -0.1071 0.2313 -0.0716
O 1.838 -2.001 -0.499 -0.6925 0.4490 -0.2202
S 0.767 -1.607 -1.388 -0.3279 -0.2013 -1.0070
O -0.633 -1.776 -0.987 2.1144 0.3652 -0.5510
O 0.986 -0.004 -1.833 -1.9897 -3.0023 -1.4686
C 1.717 0.823 -1.016 1.2306 0.4075 2.3201
C 1.105 0.973 0.359 -0.2881 0.1566 0.7743
C 1.071 -2.548 -3.006 -0.1944 1.5513 0.7916
H 1.764 1.832 -1.424 0.1251 -0.3366 -0.7148
H 2.705 0.375 -0.904 0.1759 0.4332 -0.0291
H 1.757 1.546 1.019 0.1983 0.1916 -0.1179
H 0.953 0.030 0.884 -0.0310 -0.1557 -0.2267
H 0.154 1.505 0.332 -0.1057 -0.0424 -0.1167
H 1.041 -3.623 -2.832 -0.3912 0.2311 0.3788
H 2.066 -2.286 -3.368 -0.1138 0.1509 0.2530
H 0.340 -2.174 -3.723 -0.0323 -0.2597 0.1135
```
Forces are in eV/Å.

Output
* structure (SMILES): CCOS(C)(=O)=O.CCOS(C)(=O)=O.CCOS(C)(=O)=O.CCOS(C)(=O)=O.CCOS(C)(=O)=O.CCOS(C)(=O)=O.ClCCl
* energy: -147419.79549 eV
* F_max: 3.89 eV Å⁻¹
* HOMO: -10.795 eV
* ΔE to the lowest compared entry with this formula, charge and spin: 1.5904 eV
* LUMO level: -0.1 eV
* gap between HOMO and LUMO: 10.695 eV


# C4H5LiORb

C4H5LiORb as an isolated structure at a distorted geometry (the ωB97M-V functional and the def2-TZVPD basis, the Open Molecules 2025 dataset).

Structure (XYZ):
```
12
Properties=species:S:1:pos:R:3:forces:R:3
C -2.099 -0.505 0.235 1.1819 0.2499 0.0801
C -0.763 -0.574 0.285 -1.8737 -1.8189 -0.2602
H -1.236 -0.826 -0.806 0.1512 0.1672 0.2917
H -0.093 -1.414 0.602 -0.1998 0.7254 -0.0247
Rb -6.182 -0.632 0.071 0.5411 0.0267 0.0119
C 0.463 0.807 0.109 1.2913 1.2001 -0.6814
C 1.593 0.419 -0.683 -1.6607 0.9123 0.2899
O 2.648 -0.058 -0.206 1.1069 -0.8255 0.9372
Li 3.571 -0.300 1.322 -0.3579 0.0748 -0.7066
H 0.710 0.993 1.162 -0.1057 -0.2096 -0.2070
H -0.108 1.642 -0.305 -0.0939 -0.5098 -0.0175
H 1.496 0.447 -1.784 0.0192 0.0075 0.2865
```
Forces are in eV/Å.

Output
* total charge: +1
* energy: -7125.70873 eV
* F_max: 2.62 eV Å⁻¹
* HOMO (alpha / beta): -8.017 / -7.938 eV
* ΔE to the lowest compared entry with this formula, charge and spin: 2.5003 eV
* LUMO level (alpha / beta): -3.5 / -3.5 eV
* gap between HOMO and LUMO (alpha / beta): 4.558 / 4.478 eV


# C60H70ClN10

A 6-piece molecular cluster, C60H70ClN10 overall at a distorted geometry (the ωB97M-V functional and the def2-TZVPD basis, the Open Molecules 2025 dataset).

Structure (XYZ):
```
141
Properties=species:S:1:pos:R:3:forces:R:3
C 0.491 -3.186 1.194 -1.0821 0.4691 -1.0372
N -0.344 -4.168 1.877 -0.4445 -0.9464 1.4303
C -0.135 -5.466 1.649 -0.8063 -0.6292 1.0264
C -0.742 -6.431 2.483 -0.0172 -0.2580 -0.9247
C -1.537 -6.106 3.581 0.1803 1.6458 -1.8522
C -1.774 -4.718 3.710 -0.2880 -1.0984 1.0015
C -1.207 -3.809 2.878 1.5639 0.5400 -0.2364
C -2.118 -7.097 4.464 1.7812 -3.9955 1.8246
C -3.361 -7.147 5.040 -0.6369 0.0703 -0.6652
C -3.729 -8.197 5.900 0.6971 1.2184 -0.3372
N -2.835 -9.142 6.251 -2.3239 0.5803 1.0982
C -1.601 -9.169 5.818 0.6340 1.0543 -2.5851
C -1.286 -8.227 4.850 0.9398 1.6950 -0.4820
C -3.101 -10.080 7.343 -0.5190 -0.1560 0.8785
H 0.538 -3.522 0.158 0.6817 0.0863 0.0704
H 1.453 -3.062 1.691 -0.1301 -0.0894 -0.1612
H -0.095 -2.272 1.096 0.3727 0.2522 0.2453
H 0.526 -5.713 0.832 -0.0471 -0.2007 -0.0392
H -0.684 -7.461 2.162 0.4330 -0.1593 0.1051
H -2.334 -4.435 4.588 -0.1787 0.5510 -0.1542
H -1.164 -2.752 3.097 -0.5660 0.1047 -0.1391
H -4.035 -6.412 4.625 -0.8118 -0.0459 0.7743
H -4.678 -8.132 6.412 -0.1255 -0.6362 -0.0887
H -0.974 -9.980 6.158 0.2670 0.1404 -0.0848
H -0.287 -8.215 4.440 0.1807 -0.3530 0.0928
H -4.156 -10.223 7.577 -0.0156 -0.0299 -0.5705
H -2.690 -9.569 8.213 0.3200 -0.5744 0.2170
H -2.610 -11.016 7.076 -0.1621 0.0239 0.4578
C -0.134 6.714 -12.073 0.6032 1.2061 -1.9911
N -0.407 5.800 -10.991 0.4776 0.7618 2.2651
C -1.104 6.216 -9.880 -0.6096 -1.7035 -0.5720
C -1.271 5.363 -8.760 0.7547 0.8864 -1.1054
C -0.532 4.181 -8.712 0.5289 -0.2235 0.4859
C 0.349 3.909 -9.773 -0.8222 0.2723 -0.5078
C 0.347 4.704 -10.923 0.0574 -1.5142 1.2697
C -0.528 3.185 -7.538 -0.5409 1.3306 -0.0167
C -0.641 1.837 -7.884 1.1086 -1.0139 1.8442
C -0.339 0.878 -6.890 -1.3924 0.4388 -0.6999
N -0.040 1.232 -5.633 -0.0020 -0.8200 -0.0162
C -0.002 2.519 -5.283 -0.4188 2.1034 -0.4999
C -0.369 3.604 -6.168 1.3101 -3.3621 -0.9665
C 0.339 0.131 -4.602 0.5079 1.5057 -0.9249
H 0.929 6.932 -12.170 0.1992 -0.3346 0.4964
H -0.562 7.713 -11.983 -0.6098 -0.4267 0.3012
H -0.376 6.275 -13.041 -0.5004 -0.0529 0.1493
H -1.657 7.128 -10.047 0.0534 0.1629 0.3660
H -1.902 5.696 -7.949 -0.1307 -0.0206 -0.0522
H 1.000 3.047 -9.774 -0.0092 -0.0456 0.0667
H 0.966 4.382 -11.747 -0.0576 0.4967 -0.3205
H -0.848 1.483 -8.884 -0.0557 0.1386 -0.0615
H -0.465 -0.187 -7.019 0.1905 -0.0286 -0.4701
H 0.426 2.598 -4.294 -0.4033 0.8411 0.2010
H -0.283 4.659 -5.949 0.0089 -0.1311 0.4557
H 1.209 0.546 -4.093 0.0955 -0.2984 -0.0608
H 0.619 -0.733 -5.204 -0.2069 -0.0381 0.4153
H -0.402 -0.034 -3.820 -0.3022 -0.0229 -0.5399
C 11.606 -1.643 -4.897 -0.7445 -0.3445 1.1380
N 10.360 -1.209 -4.167 1.0960 -0.8749 1.6239
C 10.008 -1.705 -2.942 -0.3585 1.0808 -2.0490
C 8.780 -1.293 -2.438 -0.0378 0.9469 1.8742
C 8.001 -0.268 -2.994 1.2414 -0.5012 -2.9271
C 8.423 0.076 -4.337 -1.3279 1.8417 2.6272
C 9.630 -0.316 -4.799 -0.1516 -0.6667 -1.2337
C 6.804 0.401 -2.369 2.0436 1.3758 -1.0582
C 6.676 1.821 -2.419 -0.2836 -0.7769 0.5890
C 5.541 2.415 -1.866 1.3187 -1.2635 -1.5635
N 4.574 1.601 -1.413 -0.7741 0.3143 1.0712
C 4.694 0.265 -1.337 0.1530 0.0885 -0.3090
C 5.832 -0.345 -1.804 -1.1864 -0.9947 0.3523
C 3.381 2.254 -0.843 -0.3278 1.0300 -0.5006
H 12.364 -1.933 -4.169 0.0698 0.2716 -0.1193
H 11.880 -0.775 -5.495 0.3718 -0.6712 -0.2287
H 11.252 -2.551 -5.386 0.5662 0.2347 -0.7147
H 10.769 -2.323 -2.488 -0.3812 -0.2690 0.3426
H 8.557 -1.531 -1.408 0.0428 -0.5462 0.0944
H 7.958 0.906 -4.847 -0.3468 -0.2043 -0.2761
H 10.039 -0.050 -5.763 -0.3024 0.4503 -0.0666
H 7.472 2.407 -2.855 -0.0766 0.2126 0.0416
H 5.341 3.473 -1.961 -0.0059 0.0293 0.3755
H 3.870 -0.341 -0.993 -0.3516 0.4014 0.1934
H 5.870 -1.424 -1.825 0.0757 -0.0643 0.1726
H 3.192 3.172 -1.399 0.0214 -0.1606 -0.4271
H 3.599 2.677 0.138 -0.0728 -0.7829 0.3305
H 2.496 1.628 -0.957 0.1637 -0.2439 0.4760
C -5.060 8.221 3.277 -0.1201 -0.3567 -1.2895
N -4.805 6.892 2.673 1.0263 -0.2111 0.0491
C -3.503 6.418 2.571 -1.1537 0.0140 0.7119
C -3.257 5.236 1.983 -0.0254 -0.2991 -0.2329
C -4.309 4.445 1.477 2.3282 -1.9948 -1.7673
C -5.597 4.917 1.618 -0.5362 0.4371 -0.1075
C -5.823 6.165 2.175 0.3488 -1.1962 -0.2386
C -3.929 3.217 0.700 -1.1875 1.9170 2.0111
C -2.616 2.699 0.589 0.5399 1.4173 1.1109
C -2.365 1.606 -0.122 2.1729 0.2060 -0.0414
N -3.314 0.958 -0.739 -2.5775 -2.3206 -1.6425
C -4.630 1.292 -0.579 -0.2279 1.3875 0.4296
C -4.931 2.436 0.123 -0.8384 -1.3941 -1.3906
C -2.997 -0.135 -1.640 1.5919 0.3251 -0.2570
H -4.756 8.945 2.522 0.2252 0.2455 0.3037
H -4.470 8.305 4.190 -0.5920 0.1967 0.0561
H -6.148 8.277 3.301 0.2197 0.3633 0.9368
H -2.666 6.864 3.087 -0.4500 0.9820 -0.0466
H -2.221 4.941 1.900 -0.0728 -0.0759 0.0537
H -6.409 4.326 1.222 -0.2661 0.3477 0.1943
H -6.848 6.502 2.210 0.1492 0.5754 0.3033
H -1.756 3.196 1.012 -0.0440 0.1808 0.0539
H -1.373 1.249 -0.358 0.2885 -0.0127 0.2930
H -5.326 0.690 -1.144 -0.1989 0.1170 0.2076
H -5.962 2.753 0.084 -0.0356 -0.0687 0.2613
H -3.637 -0.189 -2.520 -0.3529 -0.1139 0.4826
H -2.834 -1.074 -1.111 -0.5340 -0.1394 -0.1145
H -2.004 0.131 -2.002 0.0908 -0.3247 -0.2634
C -4.824 -2.703 9.479 1.1539 -0.4573 0.9135
N -3.785 -2.265 8.502 -1.6157 0.3140 -1.3077
C -4.227 -2.255 7.221 2.0540 -0.0130 -0.8451
C -3.350 -1.834 6.221 -0.7680 0.0300 -0.1774
C -2.183 -1.205 6.568 1.2982 1.0258 0.0701
C -1.789 -1.191 7.910 0.3349 0.4347 -0.5578
C -2.570 -1.800 8.870 -1.3217 -0.0127 -0.1507
C -1.229 -0.556 5.544 2.2288 -1.2391 -1.0719
C -1.481 0.569 4.691 -1.0522 -2.4765 0.7268
C -0.648 0.812 3.637 2.5746 -0.3353 -0.4753
N 0.574 0.147 3.491 -1.6449 -0.5652 1.7490
C 0.971 -0.799 4.358 -2.0784 -0.3516 1.9641
C 0.059 -1.248 5.373 -1.6152 2.4023 -0.5607
C 1.534 0.549 2.477 0.0483 0.1048 0.1197
H -5.637 -1.979 9.545 -0.0025 -0.2010 -0.3117
H -4.324 -2.749 10.447 -0.2443 -0.0370 0.0881
H -5.085 -3.722 9.195 -0.4861 0.2736 0.1168
H -5.182 -2.642 6.895 -0.2813 -0.0894 0.8003
H -3.584 -1.955 5.174 -0.4826 0.1257 -0.0027
H -0.893 -0.610 8.074 0.1483 -0.3419 0.9279
H -2.458 -1.921 9.938 0.8681 0.4198 0.0590
H -2.484 0.965 4.751 0.1687 0.7665 -0.0962
H -0.720 1.570 2.872 -0.7551 0.1231 0.1062
H 1.999 -1.125 4.300 -0.0585 -0.3052 -0.1340
H 0.220 -2.005 6.126 0.7932 -0.2568 -0.3705
H 0.963 0.757 1.572 0.4613 0.3497 -0.1609
H 2.211 -0.288 2.304 -0.1220 0.1443 -0.1569
H 2.077 1.351 2.975 0.1694 0.3924 -0.8259
Cl 0.567 -0.613 -1.054 0.2929 0.2907 0.2927
```
Forces are in eV/Å.

Output
* total charge: +8
* multiplicity: 2
* energy: -90686.78518 eV
* F_max: 4.74 eV Å⁻¹
* HOMO (alpha / beta): -18.281 / -22.088 eV
* LUMO level (alpha / beta): -15.8 / -15.8 eV
* gap between HOMO and LUMO (alpha / beta): 2.464 / 6.313 eV


# C4H5BrCl2O

One molecule with the formula C4H5BrCl2O (the ωB97M-V functional and the def2-TZVPD basis, the Open Molecules 2025 dataset).

Structure (XYZ):
```
13
Properties=species:S:1:pos:R:3:forces:R:3
C 1.263 -0.930 0.708 0.2867 -0.4185 0.4738
C -1.569 0.044 0.104 0.0978 0.0885 -0.0621
C -0.360 0.435 -0.738 -0.2035 -0.0589 0.0642
C 0.923 0.401 0.077 0.3183 0.7684 -0.2291
O 1.628 -1.118 1.816 -0.1717 0.0949 -0.2281
Cl 1.113 -2.263 -0.430 -0.0618 -0.3519 -0.1493
Cl 0.897 1.628 1.364 -0.0284 -0.0626 -0.1995
Br 2.466 0.762 -1.111 -0.2448 0.0292 0.1688
H -1.693 0.726 0.941 -0.0565 0.0212 0.0590
H -2.465 0.084 -0.509 -0.0928 -0.0408 -0.0173
H -1.462 -0.966 0.492 -0.0665 -0.1249 0.0489
H -0.255 -0.250 -1.583 0.0731 0.1196 0.0605
H -0.487 1.445 -1.132 0.1501 -0.0642 0.0102
```
Forces are in eV/Å.

Output
* structure (SMILES): CC[C@](Cl)(Br)C(=O)Cl
* energy: -101364.11888 eV
* F_max: 0.86 eV Å⁻¹
* HOMO: -10.728 eV
* ΔE to the lowest compared entry with this formula, charge and spin: 0.0000 eV
* LUMO level: -0.2 eV
* gap between HOMO and LUMO: 10.536 eV